{
  "formula": "C6H10N2O",
  "method": "wB97M-V/def2-TZVPD",
  "multiplicity": 1,
  "homo_energy_ha": -0.308,
  "smiles": "CC1=CCCC(=O)N1N",
  "orbital_gap_ev": 9.205,
  "max_force_ev_per_a": 5.3,
  "molar_mass_g_mol": 126.2,
  "lumo_ha": 0.03043,
  "species": ["C", "H", "H", "C", "C", "C", "H", "H", "C", "H", "C", "N", "H", "H", "H", "N", "O", "H", "H"],
  "xyz": [[1.7925, -0.6161, 0.4156], [-0.6687, 0.3108, -2.4547], [-2.8716, 0.7107, 1.6723], [-0.4360, -0.5422, 1.7007], [0.8374, -1.1936, 1.3795], [-2.2654, 0.9290, 0.7846], [-1.9457, 2.0616, 0.9942], [0.4566, -2.1555, 0.9254], [1.0198, -0.1125, -0.7537], [-2.8977, 0.8346, -0.1165], [-1.0024, 0.1519, 0.7181], [-0.2878, 0.2800, -0.5429], [2.4883, -1.5336, 0.1227], [-0.5663, 1.8665, -1.8668], [1.3660, -1.6444, 2.3336], [-0.9429, 0.8710, -1.6560], [1.5193, 0.0120, -1.8775], [-1.0315, -0.5751, 2.6478], [2.4555, 0.2724, 0.6860]],
  "forces_ev_per_a": [[2.089, -0.572, -0.810], [0.043, 0.059, -0.087], [0.304, -0.399, -0.193], [-1.395, 1.601, 0.390], [0.305, -4.031, 3.449], [0.002, 2.481, 0.765], [-0.862, -2.127, -0.962], [0.681, 0.529, 0.039], [0.431, 0.282, -2.117], [0.521, 0.278, 0.478], [0.356, 0.359, -1.030], [-0.080, 0.280, 0.242], [-1.219, 2.358, 0.163], [-0.485, -2.245, 0.731], [-0.856, 1.233, -1.662], [0.338, 1.558, 0.001], [-0.448, -0.105, 1.132], [1.096, -0.314, -0.803], [-0.822, -1.226, 0.270]]
}